Arrangement w

The following is a DFT calculation (ωB97M-V/def2-TZVPD) of a 2-piece molecular cluster, H4N4O2 overall.

Each line ends with the Löwdin charge.
Positions of all 10 atoms, in Å:
1 N -0.17 -0.96 0.51  0.09
2 N -0.14 0.35 0.12  -0.19
3 N -0.21 0.67 -1.11  0.17
4 N 2.46 0.78 -0.52  -0.33
5 O 2.10 0.33 0.57  -0.14
6 O 3.53 0.64 -1.06  -0.05
7 H -0.15 -1.55 -0.32  0.11
8 H 0.63 -1.16 1.11  0.10
9 H -0.13 1.00 0.91  0.18
10 H -0.33 1.67 -1.24  0.08

Its molar mass is 92.06 g mol⁻¹. The value obtained for the HOMO energy (alpha / beta) is -7.9 / -7.5 eV.



Arrangement x

The following is a DFT calculation (ωB97M-V/def2-TZVPD) of the molecule H4N4O2.

Each line ends with the Löwdin charge.
Positions of all 10 atoms, in Å:
1 N 1.95 -0.18 0.02  -0.01
2 N 0.70 -0.73 0.14  -0.12
3 N -0.29 0.20 0.09  0.03
4 N -1.48 -0.12 -0.05  -0.36
5 O -1.99 -1.23 -0.09  0.03
6 O -2.29 1.11 -0.01  0.02
7 H 1.79 0.80 -0.44  0.12
8 H 2.42 0.02 0.88  0.06
9 H 0.66 -1.58 -0.32  0.10
10 H -1.47 1.71 -0.21  0.14

Its molar mass is 92.06 g mol⁻¹. The value obtained for the HOMO energy is -8.9 eV.



Arrangement y

The following is a DFT calculation (ωB97M-V/def2-TZVPD) of the molecule H4N4O2.

Each line ends with the Löwdin charge.
Positions of all 10 atoms, in Å:
1 N -1.12 1.69 -0.21  -0.06
2 N -1.10 0.44 0.21  0.00
3 N 0.35 -0.12 0.33  -0.32
4 O 1.36 0.46 -0.08  -0.03
5 N 0.27 -1.43 0.48  -0.04
6 O 1.02 -2.07 -0.52  -0.01
7 H -0.22 2.11 -0.46  0.08
8 H -1.75 2.44 0.37  0.16
9 H -0.60 -1.95 0.57  0.16
10 H 1.79 -1.56 -0.68  0.06

Its molar mass is 92.06 g mol⁻¹. The value obtained for the HOMO energy (alpha / beta) is -8.3 / -8.0 eV.



It is arrangement x that is the most stable of them.



Arrangement w

The following is a DFT calculation (ωB97M-V/def2-TZVPD) of an isolated ion of composition C5H11ClN and charge +1.

Each line ends with the Löwdin charge.
Positions of all 18 atoms, in Å:
1 C 0.12 -0.79 -2.18  -0.08
2 C -1.04 -0.58 -1.22  -0.17
3 C -0.48 -0.72 0.31  -0.57
4 Cl -0.52 -2.27 0.95  0.90
5 N 0.09 0.25 0.94  -0.17
6 C 0.76 0.05 2.20  -0.03
7 C 0.08 1.61 0.44  0.01
8 H 0.55 -1.78 -2.07  0.08
9 H -0.26 -0.70 -3.20  0.09
10 H 0.90 -0.05 -2.04  0.08
11 H -1.50 0.39 -1.35  0.10
12 H -1.79 -1.36 -1.35  0.11
13 H 0.05 0.08 3.03  0.12
14 H 1.50 0.84 2.35  0.11
15 H 1.27 -0.91 2.22  0.08
16 H -0.87 1.87 -0.02  0.11
17 H 0.87 1.76 -0.29  0.12
18 H 0.25 2.30 1.27  0.11

Its molar mass is 120.60 g mol⁻¹. Its total charge is +1. The value obtained for the HOMO energy is -15.8 eV.



Arrangement x

The following is a DFT calculation (ωB97M-V/def2-TZVPD) of an isolated ion of composition C5H11ClN and charge +1.

Each line ends with the Löwdin charge.
Positions of all 18 atoms, in Å:
1 C 2.05 -1.42 0.39  -0.07
2 C 0.56 -1.32 0.69  -0.24
3 C -0.24 -0.59 -0.28  -0.20
4 Cl -1.64 -1.92 -1.32  0.45
5 N -0.59 0.65 -0.36  -0.14
6 C -1.69 0.97 -1.22  -0.10
7 C -0.10 1.70 0.57  0.05
8 H 2.64 -1.70 1.32  0.11
9 H 2.30 -2.20 -0.32  0.08
10 H 2.59 -0.44 0.10  0.12
11 H 0.12 -2.28 0.94  0.13
12 H 0.24 -0.75 1.57  0.14
13 H -2.68 0.49 -0.99  0.10
14 H -1.60 0.90 -2.29  0.10
15 H -1.94 2.07 -1.13  0.12
16 H -0.96 1.81 1.18  0.10
17 H 0.21 2.72 0.05  0.17
18 H 0.73 1.31 1.08  0.07

Its molar mass is 120.60 g mol⁻¹. Its total charge is +1. The value obtained for the HOMO energy is -15.4 eV.



It is arrangement w that is the most stable of them.



Arrangement w

The following is a DFT calculation (ωB97M-V/def2-TZVPD) of C36H48AsBaN7O4S4 as an isolated structure.

Each line ends with the Löwdin charge.
Positions of all 101 atoms, in Å:
1 Ba 0.74 0.33 0.44  1.87
2 C 3.51 2.34 5.34  -0.04
3 C 2.20 2.93 5.86  -0.55
4 C 1.32 1.78 6.39  -0.05
5 C 2.51 3.88 7.02  -0.07
6 C 1.45 3.62 4.73  -0.17
7 C 0.99 4.95 4.82  -0.03
8 C 0.25 5.55 3.81  -0.08
9 C -0.05 4.81 2.68  -0.47
10 S -0.97 5.21 1.26  1.10
11 C -0.69 3.59 0.62  -0.53
12 N 0.04 2.86 1.40  -0.05
13 C 0.42 3.50 2.56  -0.30
14 C 1.16 2.90 3.57  0.04
15 C -1.27 3.16 -0.68  -0.32
16 C -1.91 4.14 -1.44  -0.09
17 C -2.47 3.81 -2.66  -0.11
18 C -2.36 2.50 -3.11  -0.10
19 C -1.72 1.55 -2.33  -0.19
20 C -1.15 1.81 -1.07  -0.22
21 H 4.07 1.88 6.16  0.08
22 H 4.14 3.12 4.90  0.09
23 H 3.34 1.58 4.57  0.07
24 H 1.80 1.31 7.26  0.07
25 H 1.17 1.01 5.63  0.07
26 H 0.34 2.15 6.70  0.09
27 H 3.07 3.34 7.79  0.08
28 H 1.60 4.26 7.48  0.08
29 H 3.11 4.72 6.69  0.09
30 H 1.21 5.53 5.70  0.10
31 H -0.09 6.57 3.93  0.11
32 H 1.48 1.87 3.46  0.09
33 H -1.98 5.17 -1.10  0.07
34 H -2.97 4.57 -3.26  0.09
35 H -2.77 2.23 -4.08  0.09
36 H -1.63 0.55 -2.76  0.06
37 O 1.06 -4.11 -1.15  0.03
38 C 2.05 -4.09 -2.07  -0.27
39 C 2.44 -5.31 -2.63  -0.03
40 C 3.44 -5.36 -3.58  -0.10
41 C 4.07 -4.19 -3.99  -0.10
42 C 3.69 -2.98 -3.43  -0.03
43 C 2.69 -2.91 -2.47  -0.08
44 C 2.29 -1.59 -1.88  -0.46
45 O 1.39 -1.61 -0.95  -0.36
46 N 2.89 -0.54 -2.36  0.01
47 N 2.51 0.64 -1.73  -0.20
48 C 2.86 1.69 -2.36  -0.93
49 S 3.79 1.67 -3.85  0.92
50 C 3.72 3.47 -4.08  -0.54
51 C 3.69 4.13 -2.72  -0.53
52 S 2.41 3.28 -1.76  0.91
53 H 0.97 -3.17 -0.87  0.04
54 H 1.93 -6.21 -2.30  0.11
55 H 3.72 -6.31 -4.01  0.10
56 H 4.86 -4.22 -4.74  0.09
57 H 4.17 -2.06 -3.73  0.10
58 H 2.84 3.73 -4.66  0.07
59 H 4.61 3.77 -4.65  0.07
60 H 3.41 5.18 -2.79  0.08
61 H 4.65 4.05 -2.22  0.08
62 N -0.90 -1.19 2.27  -0.05
63 C -0.09 -2.23 2.88  -0.31
64 C -0.84 -3.04 3.95  -0.14
65 C -1.25 -2.19 5.17  -0.15
66 C -0.68 -2.69 6.50  -0.16
67 N 0.78 -2.68 6.41  0.09
68 C 1.62 -2.00 7.16  -0.45
69 N 1.31 -1.61 8.41  0.19
70 N 2.81 -1.70 6.63  0.21
71 C 1.28 -1.66 3.36  -0.60
72 O 1.94 -2.39 4.16  -0.07
73 O 1.66 -0.56 2.93  -0.14
74 H -1.21 -0.51 2.96  0.08
75 H -1.74 -1.58 1.84  -0.06
76 H 0.18 -2.94 2.08  0.15
77 H -0.23 -3.89 4.25  0.12
78 H -1.73 -3.45 3.48  0.09
79 H -2.33 -2.12 5.26  0.12
80 H -0.89 -1.16 5.05  0.11
81 H -1.01 -3.71 6.72  0.12
82 H -1.01 -2.04 7.31  0.11
83 H 1.16 -2.80 5.43  0.08
84 H 0.53 -2.04 8.88  0.11
85 H 1.98 -1.12 8.97  0.11
86 H 2.88 -1.78 5.60  0.10
87 H 3.51 -1.22 7.16  0.12
88 C -3.07 -1.42 -1.89  -0.27
89 As -3.99 -2.81 -0.94  0.62
90 C -5.84 -2.72 -1.50  -0.26
91 C -3.32 -4.47 -1.66  -0.25
92 S -3.75 -2.65 1.13  0.08
93 H -3.34 -1.43 -2.95  0.05
94 H -2.00 -1.60 -1.78  0.04
95 H -3.31 -0.46 -1.45  0.03
96 H -5.92 -2.94 -2.57  0.03
97 H -6.21 -1.72 -1.30  0.04
98 H -6.41 -3.44 -0.92  0.03
99 H -3.62 -4.59 -2.70  0.04
100 H -3.70 -5.29 -1.05  0.03
101 H -2.23 -4.45 -1.59  0.03

Its molar mass is 983.34 g mol⁻¹. The value obtained for the HOMO energy is -7.0 eV.



Arrangement x

The following is a DFT calculation (ωB97M-V/def2-TZVPD) of C36H48AsBaN7O4S4 as an isolated structure.

Each line ends with the Löwdin charge.
Positions of all 101 atoms, in Å:
1 Ba 0.00 -0.33 -0.05  1.77
2 C -6.53 -0.45 4.26  -0.07
3 C -5.38 -0.20 3.29  -0.55
4 C -5.93 -0.23 1.86  -0.04
5 C -4.80 1.19 3.58  -0.05
6 C -4.27 -1.25 3.43  -0.17
7 C -4.34 -2.31 4.33  -0.03
8 C -3.33 -3.25 4.44  -0.08
9 C -2.22 -3.12 3.62  -0.47
10 S -0.80 -4.11 3.49  1.10
11 C -0.19 -3.03 2.24  -0.54
12 N -0.98 -2.04 1.95  -0.02
13 C -2.13 -2.07 2.71  -0.30
14 C -3.15 -1.14 2.62  0.02
15 C 1.12 -3.32 1.61  -0.34
16 C 1.84 -4.42 2.08  -0.10
17 C 3.05 -4.75 1.50  -0.11
18 C 3.52 -3.98 0.45  -0.11
19 C 2.79 -2.89 0.01  -0.17
20 C 1.55 -2.50 0.54  -0.26
21 H -7.29 0.32 4.12  0.08
22 H -6.21 -0.41 5.30  0.09
23 H -7.00 -1.42 4.09  0.09
24 H -6.70 0.54 1.74  0.08
25 H -6.38 -1.19 1.63  0.09
26 H -5.15 -0.04 1.13  0.06
27 H -5.58 1.95 3.49  0.08
28 H -3.99 1.44 2.89  0.04
29 H -4.39 1.24 4.59  0.09
30 H -5.21 -2.42 4.98  0.10
31 H -3.42 -4.06 5.15  0.11
32 H -3.05 -0.32 1.92  0.07
33 H 1.48 -5.02 2.91  0.07
34 H 3.61 -5.61 1.86  0.09
35 H 4.47 -4.24 -0.02  0.09
36 H 3.21 -2.32 -0.82  0.08
37 O -2.89 -1.19 -5.38  0.04
38 C -2.58 0.11 -5.33  -0.27
39 C -2.99 0.91 -6.41  -0.02
40 C -2.70 2.25 -6.44  -0.10
41 C -1.98 2.84 -5.41  -0.11
42 C -1.59 2.06 -4.33  -0.05
43 C -1.88 0.70 -4.26  -0.07
44 C -1.48 -0.04 -3.02  -0.48
45 O -1.18 0.62 -1.98  -0.36
46 N -1.50 -1.35 -3.15  -0.02
47 N -1.20 -2.06 -1.97  -0.15
48 C -1.14 -3.31 -2.19  -0.91
49 S -1.04 -4.43 -0.84  0.95
50 C -0.39 -5.77 -1.85  -0.52
51 C -1.16 -5.76 -3.16  -0.53
52 S -1.18 -4.06 -3.78  0.94
53 H -2.45 -1.61 -4.59  0.05
54 H -3.54 0.43 -7.21  0.11
55 H -3.02 2.85 -7.29  0.10
56 H -1.73 3.90 -5.44  0.09
57 H -1.04 2.49 -3.51  0.08
58 H -0.53 -6.71 -1.31  0.08
59 H 0.68 -5.62 -2.02  0.08
60 H -2.18 -6.11 -3.01  0.07
61 H -0.68 -6.38 -3.92  0.07
62 N 2.07 0.66 1.72  -0.03
63 C 2.88 1.67 1.04  -0.30
64 C 4.29 1.75 1.67  -0.14
65 C 5.24 2.90 1.31  -0.17
66 C 4.57 4.28 1.15  -0.17
67 N 3.88 4.26 -0.12  0.08
68 C 2.88 5.02 -0.47  -0.45
69 N 2.16 4.65 -1.54  0.21
70 N 2.56 6.14 0.20  0.21
71 C 2.81 1.44 -0.50  -0.61
72 O 3.69 1.96 -1.23  -0.01
73 O 1.83 0.80 -0.92  -0.30
74 H 1.83 0.96 2.66  0.08
75 H 2.56 -0.23 1.77  0.08
76 H 2.36 2.62 1.20  0.14
77 H 4.80 0.81 1.48  0.13
78 H 4.13 1.79 2.75  0.12
79 H 5.77 2.68 0.38  0.12
80 H 6.00 2.98 2.09  0.11
81 H 5.33 5.07 1.18  0.12
82 H 3.85 4.46 1.95  0.12
83 H 3.90 3.30 -0.58  0.07
84 H 2.27 3.69 -1.86  0.12
85 H 1.31 5.13 -1.77  0.10
86 H 3.20 6.50 0.89  0.11
87 H 1.87 6.77 -0.16  0.12
88 C -3.57 1.78 -0.75  -0.23
89 As -2.20 2.83 0.11  0.68
90 C -3.19 4.38 0.71  -0.26
91 C -0.95 3.62 -1.12  -0.28
92 S -1.18 1.98 1.75  0.06
93 H -3.64 2.09 -1.79  0.05
94 H -4.50 1.99 -0.22  0.03
95 H -3.31 0.73 -0.71  0.03
96 H -3.67 4.87 -0.13  0.04
97 H -2.50 5.06 1.21  0.03
98 H -3.95 4.05 1.42  0.03
99 H -1.47 4.17 -1.89  0.05
100 H -0.33 2.83 -1.54  0.01
101 H -0.36 4.29 -0.48  0.02

Its molar mass is 983.34 g mol⁻¹. The value obtained for the HOMO energy is -6.6 eV.



It is arrangement w that is the most stable of them.



Arrangement w

The following is a DFT calculation (ωB97M-V/def2-TZVPD) of the molecule C5H7NS2.

Each line ends with the Löwdin charge.
Positions of all 15 atoms, in Å:
1 C 0.47 1.87 0.06  -0.83
2 C 2.45 -0.14 -0.05  -0.73
3 C -0.36 2.56 -0.66  -0.06
4 C 0.12 0.40 0.40  -0.17
5 C 0.81 -1.93 0.00  -0.02
6 N 1.23 -0.54 0.16  -0.28
7 S 3.89 -0.72 -0.42  0.71
8 S 2.03 2.44 0.59  0.67
9 H 0.00 3.60 -0.87  0.07
10 H -1.38 2.34 -0.87  0.06
11 H -0.13 0.23 1.50  0.15
12 H -0.56 -0.12 -0.35  0.14
13 H 0.05 -1.98 0.80  0.10
14 H 0.34 -1.94 -0.97  0.09
15 H 1.81 -2.48 0.00  0.10

Its molar mass is 145.25 g mol⁻¹. The value obtained for the HOMO energy (alpha / beta) is -7.9 / -7.8 eV.



Arrangement x

The following is a DFT calculation (ωB97M-V/def2-TZVPD) of the molecule C5H7NS2.

Each line ends with the Löwdin charge.
Positions of all 15 atoms, in Å:
1 S 1.56 -2.18 -0.64  0.73
2 C 0.66 -1.69 0.59  -0.61
3 C 0.18 -0.26 0.78  -0.36
4 C 1.16 0.88 0.42  -0.10
5 C 0.20 1.32 -0.71  -0.10
6 N -0.69 0.22 -0.29  -0.17
7 C -1.87 -0.23 -0.67  -0.69
8 S -2.64 -1.51 0.01  0.60
9 H 0.34 -2.39 1.35  0.04
10 H -0.31 -0.15 1.77  0.15
11 H 1.29 1.63 1.20  0.11
12 H 2.13 0.53 0.06  0.09
13 H 0.58 1.19 -1.72  0.11
14 H -0.27 2.31 -0.62  0.12
15 H -2.31 0.34 -1.53  0.09

Its molar mass is 145.25 g mol⁻¹. The value obtained for the HOMO energy is -8.4 eV.



It is arrangement x that is the most stable of them.